No. 1
Molecular formula: C5H5NO
Method: DFT, wB97M-V/def2-TZVPD

Geometry as ORCA input:
```
! wB97M-V def2-TZVPD RIJCOSX def2/J DEFGRID3
* xyz 0 1
N -1.07 2.44 -0.62
C -0.44 1.46 -0.63
C 0.38 0.27 -0.71
C -0.51 -0.96 -1.00
C 0.11 -0.80 0.35
C 0.16 0.07 1.57
O -0.59 0.36 2.44
H 1.44 0.55 -0.45
H -1.56 -0.72 -1.19
H -0.15 -1.81 -1.55
H 1.01 -1.43 0.40
H 1.22 0.59 1.38
*
```

LUMO level (eV): 0.41
Energy above the lowest of the compared OMol25 structures with the same formula, charge and spin (kcal per mole): 85.2
Kohn-Sham gap (eV): 10.687
Molar mass (g/mol): 95.10
SMILES: N#C[C@@H]1C[C@@H]1C=O

These are the natural (NBO) partial charges, in e, on atoms 1 to 5: -0.296 0.245 -0.369 -0.325 -0.321


No. 2
Molecular formula: C41H107AsCrF6N9O9
Method: DFT, wB97M-V/def2-TZVPD

Geometry as ORCA input:
```
! wB97M-V def2-TZVPD RIJCOSX def2/J DEFGRID3
* xyz 2 4
Cr 7.77 5.66 13.79
As 8.90 2.49 12.01
F 10.03 2.55 13.35
F 7.74 1.87 13.19
F 7.63 2.49 10.82
F 10.12 3.04 10.90
F 9.29 0.84 11.62
F 8.51 4.20 12.47
C 7.13 -1.77 13.07
C 5.89 -1.79 12.17
C 5.96 -2.98 11.18
C 5.59 -4.30 11.85
C 4.21 -4.19 12.45
C 4.06 -3.10 13.50
N 4.63 -1.83 12.92
O 4.62 -0.80 13.90
C 2.59 -2.78 13.77
C 4.80 -3.49 14.79
C 5.86 -0.55 11.26
H 7.03 -1.27 14.04
H 8.00 -1.37 12.55
H 7.35 -2.78 13.42
H 5.32 -2.90 10.31
H 7.00 -3.03 10.86
H 6.25 -4.55 12.69
H 5.70 -5.18 11.21
H 3.77 -5.17 12.66
H 3.55 -3.90 11.61
H 2.44 -2.10 14.61
H 2.24 -2.20 12.91
H 1.99 -3.68 13.88
H 4.56 -4.47 15.20
H 5.89 -3.43 14.74
H 4.48 -2.76 15.55
H 6.66 -0.45 10.53
H 5.97 0.37 11.86
H 4.91 -0.45 10.74
H 4.01 -0.16 13.52
C 9.28 9.75 13.41
C 8.33 8.59 13.27
C 8.25 7.96 11.87
O 7.95 6.56 11.90
C 7.64 6.16 10.55
N 8.77 7.49 14.21
H 9.48 9.95 14.47
H 8.82 10.69 13.09
H 10.24 9.65 12.90
H 7.35 8.96 13.56
H 9.23 8.11 11.42
H 7.55 8.58 11.30
H 6.70 6.58 10.19
H 7.53 5.08 10.53
H 8.40 6.44 9.82
H 9.77 7.66 14.37
H 8.49 7.89 15.12
C 6.71 4.15 4.77
C 6.47 5.20 5.85
C 7.71 5.50 6.70
O 7.93 4.39 7.56
C 9.31 4.17 7.83
N 6.00 6.44 5.20
H 5.93 4.10 4.01
H 6.88 3.15 5.18
H 7.71 4.32 4.35
H 5.66 4.94 6.54
H 7.62 6.39 7.34
H 8.55 5.71 6.01
H 9.84 3.95 6.90
H 9.44 3.32 8.50
H 9.72 5.03 8.37
H 5.48 7.00 5.87
H 6.82 6.97 4.91
C 8.21 2.02 18.44
C 9.08 1.52 17.30
C 9.25 0.00 17.39
O 9.98 -0.42 16.27
C 9.75 -1.77 15.89
N 8.44 1.91 16.04
H 8.68 1.90 19.42
H 7.22 1.56 18.37
H 8.03 3.10 18.41
H 10.09 1.93 17.39
H 8.27 -0.49 17.37
H 9.68 -0.30 18.35
H 10.28 -2.03 14.98
H 8.69 -1.87 15.64
H 10.03 -2.46 16.69
H 7.55 1.40 16.02
H 8.85 1.38 15.26
C 5.49 4.45 17.37
C 6.27 4.50 16.05
C 5.54 3.87 14.84
O 6.32 4.19 13.64
C 5.55 3.85 12.47
N 6.62 5.87 15.58
H 5.54 3.44 17.76
H 4.44 4.74 17.25
H 5.90 5.17 18.08
H 7.20 3.96 16.17
H 4.59 4.38 14.70
H 5.35 2.81 14.99
H 5.56 2.79 12.22
H 5.93 4.35 11.58
H 4.53 4.18 12.67
H 5.69 6.31 15.68
H 6.94 6.29 16.47
C 13.80 -3.46 13.09
C 13.82 -2.56 11.87
C 14.32 -1.16 12.24
O 13.44 -0.46 13.14
C 12.19 -0.16 12.56
N 14.62 -3.18 10.83
H 13.00 -3.15 13.76
H 14.73 -3.45 13.66
H 13.61 -4.50 12.79
H 12.77 -2.49 11.54
H 14.46 -0.50 11.38
H 15.26 -1.26 12.78
H 11.81 0.53 13.33
H 11.50 -1.00 12.47
H 12.22 0.43 11.64
H 14.78 -2.66 9.97
H 14.13 -4.02 10.56
C 5.51 1.04 6.34
C 6.25 0.94 7.67
C 7.75 0.74 7.42
O 8.06 -0.39 6.64
C 7.88 -1.62 7.29
N 5.93 2.13 8.45
H 5.61 0.14 5.74
H 5.98 1.82 5.72
H 4.46 1.30 6.44
H 5.76 0.09 8.13
H 8.30 0.61 8.37
H 8.29 1.61 7.03
H 8.56 -1.67 8.15
H 8.14 -2.44 6.61
H 6.84 -1.79 7.56
H 6.07 3.00 7.94
H 6.53 2.18 9.28
C 14.56 1.23 6.65
C 15.24 1.90 7.86
C 14.25 2.40 8.89
O 13.55 3.54 8.44
C 12.77 4.03 9.49
N 16.06 0.87 8.51
H 15.26 0.99 5.85
H 13.75 1.84 6.26
H 14.14 0.27 6.96
H 15.85 2.77 7.60
H 14.81 2.64 9.80
H 13.57 1.57 9.14
H 12.22 4.96 9.31
H 13.39 4.24 10.37
H 12.12 3.28 9.96
H 16.86 0.64 7.93
H 16.44 1.19 9.39
C 11.31 4.33 16.17
C 10.54 5.20 15.18
C 11.34 5.25 13.88
O 10.67 5.99 12.88
C 11.51 6.51 11.85
N 9.17 4.56 15.02
H 12.33 4.69 16.31
H 11.34 3.29 15.85
H 10.87 4.40 17.17
H 10.34 6.20 15.56
H 11.62 4.23 13.58
H 12.28 5.78 14.09
H 12.12 5.71 11.41
H 12.09 7.29 12.35
H 10.96 6.97 11.04
H 9.43 3.59 14.76
H 9.02 4.23 15.98
*
```

LUMO level (alpha / beta) (eV): -4.23 / -9.30
Kohn-Sham gap (alpha / beta) (eV): 7.482 / 2.410
Molar mass (g/mol): 1111.27

These are the Löwdin partial charges, in e, on atoms 1 to 5: 0.751 0.865 -0.235 -0.225 -0.242


No. 3
Molecular formula: C5H14
Method: DFT, wB97M-V/def2-TZVPD

Geometry as ORCA input:
```
! wB97M-V def2-TZVPD RIJCOSX def2/J DEFGRID3
* xyz 0 1
C 1.75 1.27 0.69
C 0.75 1.00 1.83
C 0.07 -0.37 1.77
H 2.74 0.94 0.98
H 1.78 2.29 0.32
H 1.46 0.74 -0.22
H 1.32 1.09 2.74
H 0.02 1.81 1.95
H 0.51 -1.10 2.47
H -0.99 -0.31 2.02
H 0.22 -0.87 0.81
C -0.58 -0.62 -2.35
C -1.78 -1.02 -1.49
H -0.87 0.24 -2.96
H 0.26 -0.31 -1.72
H -0.20 -1.39 -3.01
H -2.50 -0.21 -1.41
H -2.38 -1.83 -1.93
H -1.59 -1.35 -0.47
*
```

LUMO level (eV): 1.21
Energy above the lowest of the compared OMol25 structures with the same formula, charge and spin (kcal per mole): 10.0
Kohn-Sham gap (eV): 12.416
Molar mass (g/mol): 74.17
SMILES: CCC.CC

These are the natural (NBO) partial charges, in e, on atoms 1 to 5: -0.607 -0.412 -0.615 0.205 0.212


No. 4
Molecular formula: C18H19ClN6O2S
Method: DFT, wB97M-V/def2-TZVPD

Geometry as ORCA input:
```
! wB97M-V def2-TZVPD RIJCOSX def2/J DEFGRID3
* xyz 0 1
C -1.49 0.34 1.49
O -1.00 0.26 2.81
C 0.27 0.80 3.02
C 1.44 -0.07 2.51
N 1.64 0.04 1.09
C 1.46 -0.96 0.18
S 1.16 -2.61 0.61
C 0.91 -3.32 -1.08
C 1.26 -4.79 -1.05
C -0.56 -3.08 -1.43
O -1.40 -3.95 -1.30
N -0.80 -1.81 -1.85
C -2.03 -1.20 -2.06
C -3.24 -1.90 -2.12
C -4.39 -1.16 -2.33
C -4.30 0.22 -2.46
Cl -5.71 1.17 -2.72
C -3.05 0.81 -2.39
N -1.95 0.12 -2.19
N 1.55 -0.49 -1.05
N 1.78 0.82 -0.96
C 1.84 1.16 0.30
C 2.08 2.53 0.73
C 1.58 3.56 -0.05
C 1.83 4.87 0.34
N 2.52 5.19 1.42
C 3.01 4.20 2.15
C 2.83 2.86 1.86
H -1.05 -0.43 0.84
H -2.56 0.16 1.55
H -1.31 1.33 1.05
H 0.37 0.88 4.11
H 0.35 1.81 2.58
H 2.36 0.21 3.03
H 1.22 -1.12 2.73
H 1.57 -2.75 -1.74
H 2.27 -4.95 -0.67
H 0.55 -5.33 -0.42
H 1.19 -5.20 -2.06
H -0.01 -1.16 -1.90
H -3.26 -2.97 -2.01
H -5.35 -1.65 -2.38
H -2.92 1.88 -2.49
H 1.02 3.33 -0.94
H 1.45 5.70 -0.24
H 3.58 4.51 3.02
H 3.28 2.11 2.49
*
```

LUMO level (eV): 0.13
Energy above the lowest of the compared OMol25 structures with the same formula, charge and spin (kcal per mole): 0.0
Kohn-Sham gap (eV): 8.874
Molar mass (g/mol): 418.91
SMILES: COCCn1c(S[C@@H](C)C(=O)Nc2ccc(Cl)cn2)nnc1-c1ccncc1

These are the natural (NBO) partial charges, in e, on atoms 1 to 5: -0.254 -0.529 -0.069 -0.248 -0.366


No. 5
Molecular formula: CH6N2
Method: DFT, wB97M-V/def2-TZVPD

Geometry as ORCA input:
```
! wB97M-V def2-TZVPD RIJCOSX def2/J DEFGRID3
* xyz 0 1
C -2.06 -1.14 -0.01
N -1.90 0.06 -0.30
H -2.91 -1.58 0.52
H -1.11 -1.75 0.11
H -0.88 0.24 -0.45
N 2.14 0.92 0.08
H 3.12 0.84 0.34
H 1.92 0.83 -0.89
H 1.66 1.58 0.60
*
```

LUMO level (eV): 1.01
Energy above the lowest of the compared OMol25 structures with the same formula, charge and spin (kcal per mole): 25.6
Kohn-Sham gap (eV): 10.847
Molar mass (g/mol): 46.07
SMILES: C=N.N

These are the natural (NBO) partial charges, in e, on atoms 1 to 5: -0.055 -0.586 0.170 0.134 0.336


Q: The lowest molar mass belongs to which entry?
A: CH6N2


Q: molar mass of number 3 (C5H14)?
A: 74.17 g/mol


Q: Which value of molar mass does entry 4 give?
A: 418.91 g/mol


Q: The lowest molar mass belongs to which entry?
A: CH6N2